(1)
Below is a structure of composition C21H41F10N4OReSSbSeSi3Te, with properties calculated with ωB97M-V/def2-TZVPD.

Each line ends with the Löwdin charge.
Atoms and positions in Å:
1 H -2.629 -3.503 -2.398  0.03
2 F -0.450 1.311 -1.175  -0.61
3 C 2.149 -0.221 -2.669  -0.21
4 H 2.970 -3.288 -1.890  0.03
5 Si 1.126 -1.756 -2.477  0.40
6 C -2.964 -2.982 -1.502  -0.21
7 H 6.348 0.520 -0.427  0.11
8 F -5.804 5.306 -0.172  0.20
9 S -2.102 -0.157 1.290  0.63
10 N -1.238 0.861 3.600  -0.01
11 H 0.086 2.157 2.886  0.11
12 Te -0.713 3.887 0.022  1.91
13 H -3.999 -3.281 -1.317  0.05
14 H 3.099 -4.798 1.907  0.05
15 F -3.821 4.611 0.461  0.10
16 H -0.174 -5.048 -0.755  0.01
17 H 4.112 1.882 -2.079  0.08
18 F -1.670 2.623 1.409  -0.60
19 H 3.328 -2.023 3.427  0.05
20 C 2.101 -3.342 -2.549  -0.22
21 F -0.762 5.033 1.483  -0.42
22 F 0.590 5.058 -0.679  -0.48
23 N -0.023 1.138 2.924  -0.05
24 H -3.653 0.798 4.388  0.14
25 F -6.677 4.083 -2.852  0.14
26 C -4.609 4.911 -0.587  -0.45
27 Re -0.081 0.911 0.732  1.05
28 H -0.503 -3.729 3.015  0.02
29 C 4.393 2.359 -1.141  -0.01
30 H 5.393 2.780 -1.252  0.11
31 F -3.576 4.579 -4.542  0.12
32 C 3.041 0.897 0.233  -0.08
33 C -0.411 -1.706 -3.515  -0.20
34 H 3.748 -1.714 1.741  0.02
35 N 1.952 0.611 0.450  -0.01
36 H 1.510 -5.276 1.319  0.03
37 H -0.088 -2.131 3.648  0.02
38 O 0.630 2.755 0.737  -0.76
39 C -4.694 5.041 -4.002  0.02
40 H -0.911 -2.673 -3.553  0.03
41 H -0.148 -1.425 -4.538  0.05
42 Si -1.931 -3.420 -0.014  0.36
43 H -2.418 -2.894 2.404  -0.01
44 C -5.402 4.467 -2.856  -0.30
45 C 4.880 2.026 1.318  -0.02
46 H 3.698 3.173 -0.935  0.10
47 H 2.467 -3.537 -3.560  0.05
48 C 2.253 -4.479 1.293  -0.20
49 H -3.845 -2.712 1.379  0.03
50 H 5.044 -0.333 -1.248  0.08
51 H -1.755 -5.804 -0.601  0.05
52 C -2.951 -3.313 1.554  -0.24
53 Sb 0.178 -1.832 -0.003  0.94
54 N -3.485 0.439 3.459  0.18
55 Si 1.568 -2.874 1.944  0.36
56 H -4.287 0.138 2.928  0.13
57 H 4.273 2.905 1.533  0.10
58 H -2.964 -1.911 -1.712  0.02
59 C -3.901 5.523 -1.728  -0.20
60 C 5.329 0.150 -0.314  -0.02
61 H 3.113 -0.329 -2.174  0.00
62 H 1.624 0.649 -2.276  0.02
63 C -4.447 4.012 -1.789  -0.53
64 H 2.584 -0.674 2.557  -0.01
65 H 4.833 1.341 2.164  0.09
66 H 5.326 -0.590 0.486  0.08
67 H -3.275 -4.322 1.825  0.05
68 C 4.426 1.345 0.015  -0.56
69 F -5.413 7.112 -2.846  0.16
70 H 2.331 -0.050 -3.734  0.06
71 H -1.111 -0.958 -3.141  0.03
72 F -2.615 5.885 -1.603  0.10
73 H 0.804 -3.560 4.181  0.05
74 H 0.745 0.760 3.474  0.13
75 C 2.928 -1.703 2.461  -0.21
76 C -1.078 -5.077 -0.145  -0.21
77 H 5.915 2.346 1.195  0.10
78 H 1.493 -4.199 -2.255  0.02
79 Se -3.464 2.419 -1.786  0.92
80 H -0.811 -5.457 0.843  0.03
81 C -4.801 5.929 -2.836  -0.20
82 C 0.325 -3.089 3.319  -0.21
83 C -2.300 0.464 2.884  -0.71
84 H -1.371 1.353 4.473  0.18
85 H 2.610 -4.380 0.268  0.02

Atoms 1-6, force components in eV/Å:
H 0.02 0.01 -0.01
F 0.15 0.13 -0.02
C -0.01 -0.02 -0.07
H 0.00 -0.01 0.01
Si -0.10 -0.17 0.43
C -0.04 -0.02 0.02

Output
E_LUMO (spin up / spin down)   -6.09 / -7.02 eV
Net charge   +2
Gap between HOMO and LUMO (spin up / spin down)   7.67 / 6.47 eV
HOMO level (spin up / spin down)   -13.768 / -13.495 eV
<S²>   3.77
2S+1   4

(2)
Below is a structure of composition C21H41IN2PtSi4Te, with properties calculated with ωB97M-V/def2-TZVPD.

Each line ends with the Löwdin charge.
Atoms and positions in Å:
1 H 2.916 -2.500 4.142  0.03
2 H 1.743 -0.393 -2.779  -0.14
3 H -1.478 -4.737 -2.292  0.06
4 H 4.930 -2.720 -1.063  0.03
5 Si 2.747 -1.612 -0.851  0.34
6 H 4.656 -2.344 0.646  0.01
7 H 5.396 0.865 0.424  0.02
8 H -3.716 -5.004 -1.097  0.06
9 C -3.082 -4.119 -0.966  -0.17
10 H 3.405 -2.756 2.445  0.01
11 H -1.860 3.448 -5.212  0.11
12 C -3.976 3.909 -2.578  0.00
13 H -1.587 1.254 -3.945  0.00
14 H 1.448 3.023 2.346  0.03
15 Si 1.345 -1.318 2.709  0.22
16 Si 3.119 1.738 1.000  0.32
17 N -3.800 1.120 -0.152  -0.13
18 C -5.092 1.354 1.846  -0.05
19 H 2.112 -3.927 -0.125  0.02
20 C -5.549 2.607 1.416  -0.05
21 H 5.172 -1.070 -0.474  0.01
22 C -4.258 2.320 -0.612  -0.21
23 H -3.913 -0.393 1.264  0.10
24 H 3.576 3.661 -0.421  0.03
25 H -3.740 -3.272 -0.784  0.05
26 C -5.171 3.059 0.161  0.00
27 C 3.051 -2.012 3.168  -0.22
28 H 3.375 0.207 -2.488  0.01
29 Te -0.696 0.339 0.927  0.57
30 C 4.883 1.189 1.338  -0.21
31 C 4.547 -1.962 -0.371  -0.21
32 H -0.829 -2.358 1.941  -0.02
33 H 0.641 -0.875 4.994  0.03
34 Si 1.771 -0.151 0.718  0.12
35 C 3.007 2.732 -0.586  -0.22
36 C 2.500 2.734 2.467  -0.22
37 H 2.072 -3.746 -1.888  0.03
38 H -5.369 0.923 2.809  0.11
39 H -3.462 5.162 -4.245  0.11
40 H 3.808 -1.227 3.274  0.02
41 C 0.768 -0.217 4.119  -0.24
42 H -4.705 4.582 -2.129  0.11
43 C 0.118 -2.702 2.385  -0.24
44 H -6.184 3.221 2.047  0.11
45 H -0.104 -3.152 3.366  0.03
46 H 4.950 0.382 2.079  0.02
47 H 3.115 -1.381 -3.280  0.04
48 C -3.298 4.202 -3.755  -0.05
49 H 5.405 2.070 1.740  0.03
50 H 1.506 0.559 4.368  0.02
51 H -0.194 0.271 3.906  -0.01
52 C -3.685 2.722 -1.882  -0.20
53 H 3.433 2.203 -1.450  0.02
54 N -2.773 1.854 -2.402  -0.09
55 C -2.207 2.075 -3.600  -0.15
56 H 0.738 -3.124 -0.915  -0.01
57 H 2.606 2.192 3.416  0.02
58 H -5.523 3.989 -0.272  0.11
59 C -2.399 3.269 -4.284  -0.04
60 H 1.966 2.997 -0.824  0.04
61 H -2.480 -4.296 -0.075  0.05
62 H 3.117 3.646 2.509  0.03
63 H -1.709 -2.994 -2.265  -0.17
64 C 2.763 -0.701 -2.493  -0.29
65 I -0.651 -0.966 -2.713  0.52
66 H -2.873 -3.997 -3.120  0.06
67 C -2.244 -3.958 -2.227  -0.23
68 H 0.542 -3.478 1.732  0.02
69 C 1.822 -3.258 -0.941  -0.23
70 Pt -2.197 0.235 -1.154  0.29
71 C -4.266 0.607 1.011  -0.16

Atoms 1-6, force components in eV/Å:
H 0.35 -0.10 -0.05
H 0.80 -0.11 0.21
H -0.16 -0.06 -0.09
H 0.00 0.04 0.06
Si -0.26 0.10 -0.08
H 0.01 0.02 -0.07

Output
E_LUMO (spin up / spin down)   -0.82 / -1.32 eV
Gap between HOMO and LUMO (spin up / spin down)   4.77 / 5.80 eV
HOMO level (spin up / spin down)   -5.594 / -7.119 eV
<S²>   2.02
2S+1   3

(3)
Below is a cluster of 3 separate species, C21H42Cl4O2 in total, with properties calculated with ωB97M-V/def2-TZVPD.

Each line ends with the Löwdin charge.
Atoms and positions in Å:
1 C 0.141 -1.859 -4.030  -0.12
2 H 2.866 -6.624 0.003  0.07
3 H 2.144 6.202 4.493  0.07
4 C -1.939 -1.454 0.945  -0.20
5 C -0.598 -1.518 -1.475  -0.26
6 C 0.906 4.033 -0.974  -0.17
7 H -3.755 3.478 -0.925  0.11
8 H -0.728 -3.662 -2.658  0.10
9 H -1.882 -3.877 4.906  0.11
10 H -0.643 -2.295 -4.814  0.11
11 C 2.107 -6.253 -0.691  -0.65
12 H -1.029 -0.022 -4.404  0.15
13 H -0.338 -3.125 4.128  0.11
14 H 3.069 -7.208 -2.365  0.07
15 C -0.469 4.177 -0.089  -0.24
16 H -1.758 -1.542 5.738  0.08
17 H -2.344 -0.333 0.935  0.11
18 H 0.431 1.866 -3.410  0.11
19 H 1.120 7.822 2.807  0.07
20 H 0.971 -3.059 -2.255  0.04
21 O -1.685 4.107 -0.939  -0.27
22 H 0.136 1.477 -0.942  0.12
23 H 3.476 -5.491 -2.201  0.07
24 C 1.961 0.683 -2.194  -0.19
25 C 2.036 7.254 2.617  -0.65
26 H 1.232 -6.907 -0.619  0.07
27 C -2.144 -3.599 2.649  -0.22
28 H -1.822 -3.247 -0.457  0.12
29 O -1.030 -0.386 -2.355  -0.17
30 Cl 1.635 -4.633 -0.121  0.56
31 H 2.889 7.887 2.881  0.07
32 C 2.077 5.968 3.426  -0.65
33 C -1.993 -1.612 4.570  -0.17
34 C 0.980 0.813 -3.523  -0.14
35 C -2.963 -2.454 1.809  -0.23
36 H -3.153 4.414 0.704  0.10
37 H -0.840 -1.467 1.364  0.11
38 H 2.939 5.350 3.159  0.07
39 Cl 1.422 -5.837 -3.315  0.56
40 C -1.883 -2.065 -0.611  -0.14
41 Cl 0.605 4.988 3.206  0.56
42 H 1.945 2.935 0.744  0.10
43 C 2.669 -6.224 -2.104  -0.65
44 H 3.011 2.990 -0.810  0.10
45 C -1.514 -3.100 4.078  -0.26
46 H 3.006 1.203 -2.435  0.11
47 H -0.531 3.383 0.791  0.11
48 H -3.579 -3.038 0.969  0.11
49 H -2.806 -4.579 2.721  0.11
50 C -0.209 -0.317 -3.590  -0.29
51 H -1.410 -0.719 4.078  0.08
52 Cl 2.144 6.949 0.865  0.58
53 H 1.502 5.058 -0.841  0.05
54 C -2.858 3.676 -0.164  -0.13
55 H -3.171 -1.468 4.493  0.08
56 H 0.350 -1.373 -0.806  0.13
57 C 1.312 1.315 -0.824  -0.20
58 H 1.192 -2.080 -4.549  0.12
59 H 1.459 0.625 0.138  0.11
60 H 0.709 3.875 -2.118  0.11
61 H 1.604 0.869 -4.538  0.12
62 H 2.212 -0.474 -2.101  0.11
63 H -0.503 5.248 0.424  0.10
64 H -3.763 -1.860 2.429  0.10
65 C 1.910 2.820 -0.441  -0.20
66 H -2.935 -1.767 -1.089  0.14
67 H -2.577 2.632 0.323  0.09
68 H -1.214 -3.908 1.967  0.10
69 C -0.105 -2.663 -2.585  -0.17

Atoms 1-6, force components in eV/Å:
C -0.68 -1.07 0.64
H -0.06 0.09 -0.17
H -0.05 0.05 -0.19
C -0.35 -0.29 -0.47
C -0.63 -2.14 -1.76
C 0.93 0.30 0.24

Output
E_LUMO   0.67 eV
Gap between HOMO and LUMO   9.93 eV
HOMO level   -9.257 eV
Structure (SMILES)   CCCCCC[C@H]1CC[C@H](CCCCCCOC)O1.ClCCCl.ClCCCl

The calculation returns the following ΔE to the lowest compared entry with this formula, charge and spin values, one per record and in order: 1.628; 0.000; 8.418 eV.